one) The following is a DFT calculation (wB97M-V/def2-TZVPD) of C40H48CuGe2I2N5O4 as an isolated structure.

Last column: Löwdin charge in e.
Positions of all 102 atoms, in Å:
Cu1 -1.414 -0.468 -0.309  0.264
I1 -5.688 -2.496 5.148  0.819
C1 -4.127 -1.652 4.049  -0.761
C2 -3.987 -0.276 3.988  -0.244
C3 -2.962 0.279 3.239  -0.614
I2 -2.914 2.356 3.038  1.046
C4 -2.019 -0.503 2.519  -0.466
O1 -1.058 0.002 1.818  -0.208
C5 -2.253 -1.911 2.557  -0.160
C6 -1.478 -2.791 1.618  -0.139
N1 -1.883 -2.541 0.226  -0.062
C7 -3.296 -2.747 -0.039  -0.122
C8 -4.127 -1.501 0.200  -0.240
C9 -5.430 -1.605 0.668  -0.017
C10 -6.176 -0.455 0.852  -0.050
C11 -5.597 0.770 0.562  -0.062
C12 -4.292 0.784 0.105  -0.140
N2 -3.569 -0.320 -0.078  0.105
C13 -3.268 -2.459 3.320  -0.136
H1 -4.681 0.370 4.507  0.076
H2 -0.409 -2.573 1.683  0.090
H3 -1.626 -3.843 1.898  0.124
H4 -1.298 -3.045 -0.430  0.091
H5 -3.412 -3.039 -1.086  0.138
H6 -3.717 -3.559 0.569  0.123
H7 -5.836 -2.578 0.911  0.118
H8 -7.188 -0.512 1.232  0.111
H9 -6.129 1.700 0.709  0.106
H10 -3.788 1.722 -0.098  0.083
H11 -3.407 -3.535 3.319  0.099
C14 1.871 -1.205 3.530  -0.234
Ge1 1.663 0.746 3.463  0.739
C15 0.322 1.261 4.771  -0.240
C16 3.357 1.580 4.035  -0.239
Ge2 1.320 1.492 1.161  0.930
C17 3.082 2.060 0.484  -0.311
C18 4.166 1.199 0.664  -0.152
C19 5.431 1.526 0.196  -0.086
C20 5.634 2.735 -0.456  -0.086
C21 4.573 3.613 -0.624  -0.078
C22 3.309 3.277 -0.155  -0.103
C23 0.055 2.941 0.868  -0.341
C24 0.245 4.099 1.620  -0.139
C25 -0.619 5.178 1.494  -0.095
C26 -1.675 5.115 0.596  -0.100
C27 -1.872 3.967 -0.159  -0.110
C28 -1.022 2.881 -0.010  -0.157
H12 1.819 -1.515 4.576  0.028
H13 2.832 -1.533 3.132  0.006
H14 1.061 -1.704 2.998  -0.007
H15 0.726 1.019 5.756  0.027
H16 -0.607 0.715 4.627  -0.007
H17 0.111 2.328 4.733  0.007
H18 3.852 0.945 4.772  0.021
H19 3.144 2.540 4.509  0.019
H20 4.048 1.752 3.211  -0.008
H21 4.026 0.258 1.191  0.096
H22 6.260 0.844 0.347  0.104
H23 6.619 2.996 -0.820  0.102
H24 4.730 4.562 -1.122  0.104
H25 2.489 3.972 -0.299  0.100
H26 1.071 4.166 2.323  0.105
H27 -0.466 6.067 2.093  0.104
H28 -2.347 5.957 0.489  0.104
H29 -2.700 3.913 -0.855  0.105
H30 -1.204 1.970 -0.574  0.078
O2 1.154 -3.711 -4.013  0.039
C29 0.414 -2.929 -4.822  -0.288
C30 0.564 -3.065 -6.203  -0.017
C31 -0.169 -2.266 -7.060  -0.088
C32 -1.059 -1.316 -6.563  -0.095
C33 -1.196 -1.173 -5.195  -0.032
C34 -0.471 -1.968 -4.309  -0.094
C35 -0.578 -1.739 -2.829  -0.564
O3 -0.020 -2.591 -2.065  -0.043
O4 -1.176 -0.714 -2.430  -0.029
H31 0.815 -3.502 -3.096  0.062
H32 1.256 -3.809 -6.575  0.114
H33 -0.049 -2.386 -8.129  0.101
H34 -1.634 -0.698 -7.239  0.096
H35 -1.867 -0.437 -4.771  0.116
C36 2.175 -0.171 -3.471  -0.015
N3 1.829 0.398 -2.166  -0.072
C37 1.018 1.606 -2.283  -0.017
C38 1.796 -0.340 -1.058  -0.372
N4 0.947 -0.006 -0.033  0.017
N5 2.581 -1.426 -0.950  -0.111
C39 3.853 -1.578 -1.644  -0.036
C40 2.285 -2.449 0.041  -0.018
H36 1.363 0.067 -4.158  0.101
H37 2.249 -1.252 -3.423  0.076
H38 3.104 0.254 -3.855  0.103
H39 1.399 2.177 -3.128  0.107
H40 1.099 2.233 -1.406  0.040
H41 -0.024 1.332 -2.461  0.089
H42 0.842 -0.795 0.598  0.038
H43 4.185 -0.623 -2.040  0.087
H44 3.802 -2.320 -2.444  0.098
H45 4.593 -1.906 -0.912  0.097
H46 2.584 -2.143 1.047  0.073
H47 2.839 -3.346 -0.227  0.105
H48 1.225 -2.699 0.010  0.075

HOMO-LUMO gap	7.113	eV
charge	0
spin multiplicity	1
lowest unoccupied orbital energy	0.405	eV
HOMO level	-0.2465	Ha

=====

two) The following is a DFT calculation (wB97M-V/def2-TZVPD) of C40H48CuGe2I2N5O4 as an isolated structure.

Last column: Löwdin charge in e.
Positions of all 102 atoms, in Å:
Cu1 0.171 -0.548 -1.532  0.269
I1 6.912 -1.531 -3.964  0.821
C1 5.277 -1.231 -2.701  -0.762
C2 4.879 -2.233 -1.832  -0.242
C3 3.774 -2.038 -1.020  -0.614
I2 3.131 -3.636 0.161  1.038
C4 3.015 -0.839 -1.020  -0.464
O1 1.990 -0.639 -0.254  -0.212
C5 3.423 0.129 -1.985  -0.159
C6 2.518 1.299 -2.245  -0.140
N1 1.251 0.846 -2.835  -0.063
C7 1.387 0.155 -4.109  -0.120
C8 1.626 -1.332 -3.940  -0.243
C9 2.532 -2.013 -4.738  -0.019
C10 2.684 -3.379 -4.571  -0.050
C11 1.921 -4.025 -3.613  -0.064
C12 1.048 -3.268 -2.852  -0.133
N2 0.899 -1.952 -3.004  0.102
C13 4.538 -0.062 -2.783  -0.135
H1 5.415 -3.171 -1.793  0.077
H2 2.273 1.809 -1.310  0.090
H3 3.032 2.019 -2.896  0.124
H4 0.558 1.585 -2.889  0.089
H5 0.449 0.281 -4.656  0.138
H6 2.187 0.579 -4.730  0.124
H7 3.131 -1.469 -5.458  0.118
H8 3.402 -3.927 -5.169  0.112
H9 2.016 -5.086 -3.432  0.106
H10 0.458 -3.725 -2.067  0.092
H11 4.808 0.702 -3.504  0.100
C14 3.183 1.957 1.798  -0.232
Ge1 2.703 0.313 2.746  0.733
C15 4.111 -0.997 2.463  -0.254
C16 2.673 0.694 4.678  -0.243
Ge2 0.437 -0.402 2.173  0.928
C17 -0.766 0.277 3.577  -0.311
C18 -0.724 1.641 3.876  -0.149
C19 -1.558 2.191 4.839  -0.088
C20 -2.444 1.375 5.531  -0.086
C21 -2.489 0.016 5.255  -0.077
C22 -1.657 -0.526 4.283  -0.103
C23 0.096 -2.301 1.948  -0.340
C24 0.433 -3.149 3.000  -0.137
C25 0.233 -4.520 2.901  -0.091
C26 -0.317 -5.055 1.745  -0.093
C27 -0.659 -4.217 0.691  -0.099
C28 -0.446 -2.851 0.789  -0.146
H12 4.241 2.158 1.977  0.028
H13 2.614 2.816 2.156  0.007
H14 3.041 1.834 0.725  -0.006
H15 4.992 -0.638 2.999  0.027
H16 4.352 -1.094 1.406  -0.014
H17 3.840 -1.978 2.851  -0.005
H18 3.511 1.345 4.935  0.020
H19 2.786 -0.236 5.238  0.019
H20 1.751 1.173 5.002  -0.004
H21 -0.024 2.288 3.351  0.099
H22 -1.512 3.251 5.058  0.105
H23 -3.092 1.798 6.288  0.102
H24 -3.174 -0.624 5.798  0.104
H25 -1.708 -1.589 4.070  0.099
H26 0.868 -2.745 3.910  0.106
H27 0.509 -5.168 3.723  0.104
H28 -0.476 -6.122 1.664  0.103
H29 -1.086 -4.634 -0.214  0.105
H30 -0.686 -2.208 -0.054  0.078
O2 -3.402 3.581 -2.449  0.035
C29 -4.175 2.507 -2.712  -0.291
C30 -5.529 2.709 -2.978  -0.017
C31 -6.354 1.627 -3.221  -0.087
C32 -5.851 0.328 -3.201  -0.095
C33 -4.511 0.129 -2.925  -0.031
C34 -3.658 1.202 -2.677  -0.091
C35 -2.223 0.955 -2.311  -0.560
O3 -1.452 1.967 -2.265  -0.042
O4 -1.871 -0.221 -2.073  -0.029
H31 -2.479 3.203 -2.367  0.064
H32 -5.906 3.723 -2.991  0.115
H33 -7.403 1.796 -3.431  0.101
H34 -6.502 -0.514 -3.398  0.096
H35 -4.087 -0.866 -2.885  0.116
C36 -3.741 1.713 0.609  -0.013
N3 -2.534 0.956 0.954  -0.067
C37 -2.779 -0.483 1.044  -0.013
C38 -1.308 1.434 0.757  -0.377
N4 -0.256 0.568 0.636  0.021
N5 -1.107 2.765 0.676  -0.113
C39 -1.905 3.749 1.397  -0.042
C40 0.087 3.286 0.031  -0.022
H36 -4.388 1.055 0.031  0.100
H37 -3.504 2.564 -0.020  0.076
H38 -4.277 2.039 1.502  0.102
H39 -3.743 -0.623 1.529  0.107
H40 -2.037 -0.986 1.648  0.033
H41 -2.795 -0.909 0.039  0.095
H42 0.571 1.031 0.269  0.039
H43 -2.513 3.266 2.156  0.079
H44 -2.537 4.337 0.729  0.098
H45 -1.217 4.425 1.908  0.098
H46 0.959 3.260 0.689  0.076
H47 -0.109 4.319 -0.248  0.107
H48 0.276 2.738 -0.889  0.065

HOMO-LUMO gap	7.230	eV
charge	0
spin multiplicity	1
lowest unoccupied orbital energy	0.417	eV
HOMO level	-0.2504	Ha

=====

Ranked by calculated energy, most stable first: two), one).

=====

one) The following is a DFT calculation (wB97M-V/def2-TZVPD) of one molecule with the formula C3H5NO4.

Last column: Löwdin charge in e.
Positions of all 13 atoms, in Å:
C1 0.231 0.522 0.842  0.003
N1 -1.355 -0.508 -0.606  0.015
C2 -0.875 0.716 -0.203  -0.474
C3 1.248 -0.264 0.039  -0.482
O1 -1.401 -1.644 0.198  -0.014
O2 2.068 0.545 -0.717  0.115
O3 -1.156 1.754 -0.745  0.092
O4 1.359 -1.461 0.047  0.113
H1 -0.497 -2.031 0.191  0.090
H2 1.976 1.492 -0.540  0.119
H3 -2.040 -0.542 -1.351  0.160
H4 -0.150 -0.072 1.674  0.132
H5 0.592 1.495 1.171  0.130

HOMO-LUMO gap	10.624	eV
charge	0
spin multiplicity	1
lowest unoccupied orbital energy	0.520	eV
HOMO level	-0.3713	Ha

=====

two) The following is a DFT calculation (wB97M-V/def2-TZVPD) of C3H5NO4 as an isolated structure.

Last column: Löwdin charge in e.
Positions of all 13 atoms, in Å:
C1 0.903 -0.794 0.012  -0.570
C2 -1.271 -0.492 0.671  -0.099
C3 -1.326 0.582 -0.490  -0.025
H1 0.767 1.582 -0.068  -0.010
H2 2.406 -0.275 -0.735  0.136
H3 -1.861 -0.240 1.476  0.104
H4 -1.667 -1.351 0.045  0.139
H5 -2.189 0.359 -1.292  0.183
N1 2.039 -0.025 0.190  0.050
O1 1.694 1.393 0.465  -0.096
O2 0.868 -1.430 -1.014  0.116
O3 0.069 -0.794 1.148  0.026
O4 -0.433 1.486 -0.409  0.048

HOMO-LUMO gap	8.521	eV
charge	0
spin multiplicity	1
lowest unoccupied orbital energy	-1.089	eV
HOMO level	-0.3532	Ha

=====

Ranked by calculated energy, most stable first: one), two).

=====

one) The following is a DFT calculation (wB97M-V/def2-TZVPD) of one molecule with the formula C21H13BrN2O4S.

Last column: Löwdin charge in e.
Positions of all 42 atoms, in Å:
O1 0.510 3.063 0.939  0.107
O2 0.423 -1.371 0.115  0.157
O3 -0.656 1.599 3.277  -0.236
O4 -1.035 -0.663 2.603  -0.279
Br1 4.853 -1.526 6.337  0.730
C1 0.122 1.974 0.545  -0.602
C2 0.193 -0.176 0.189  -0.369
C3 -4.342 -1.141 -2.557  -0.086
C4 0.918 0.358 -4.902  -0.024
C5 -4.238 -1.110 -1.176  -0.053
C6 1.722 0.725 -3.836  -0.098
C7 3.170 0.498 5.120  -0.079
C8 2.938 -1.777 4.175  -0.126
C9 -3.332 -0.630 -3.387  -0.001
C10 -0.400 -0.116 -4.585  -0.001
C11 -3.059 -0.542 -0.497  0.058
C12 1.375 0.703 -2.516  0.021
C13 1.987 0.921 4.341  0.002
C14 1.860 -1.466 3.416  -0.028
C15 3.543 -0.855 5.109  -0.648
C16 -2.144 -0.329 -2.741  -0.112
C17 -0.850 -0.079 -3.336  -0.156
C18 -1.951 -0.221 -1.340  -0.056
C19 0.034 0.286 -2.357  -0.110
C20 1.413 -0.060 3.477  -0.231
N1 -0.619 1.816 -0.534  0.231
N2 0.511 0.801 1.066  0.014
C21 -0.603 0.380 -1.025  -0.198
S1 -0.065 0.475 2.610  0.767
H1 -5.245 -1.486 -3.083  0.110
H2 1.158 0.428 -5.938  0.096
H3 -5.007 -1.419 -0.463  0.100
H4 2.770 1.005 -3.958  0.110
H5 3.723 1.142 5.760  0.083
H6 3.356 -2.779 4.255  0.097
H7 -3.305 -0.720 -4.447  0.103
H8 -1.073 -0.404 -5.365  0.109
H9 -2.927 -0.658 0.546  0.087
H10 1.945 0.979 -1.635  0.132
H11 1.608 1.920 4.363  0.101
H12 1.329 -2.069 2.668  0.117
H13 -0.611 2.526 -1.230  0.165

HOMO-LUMO gap	8.768	eV
charge	0
spin multiplicity	1
lowest unoccupied orbital energy	-0.010	eV
HOMO level	-0.3226	Ha

=====

two) The following is a DFT calculation (wB97M-V/def2-TZVPD) of one molecule with the formula C21H13BrN2O4S.

Last column: Löwdin charge in e.
Positions of all 42 atoms, in Å:
O1 0.858 2.335 -1.047  0.091
O2 -0.021 -2.010 -0.409  0.235
O3 2.735 -1.241 0.722  -0.268
O4 2.572 1.117 1.111  -0.310
Br1 6.587 1.231 -4.840  0.800
C1 0.372 1.255 -0.703  -0.500
C2 -0.056 -0.899 -0.089  -0.399
C3 -2.175 0.219 4.438  -0.067
C4 -4.984 -2.132 -0.446  -0.049
C5 -1.057 0.912 3.967  -0.030
C6 -4.074 -1.917 -1.561  -0.076
C7 4.371 0.257 -3.621  -0.169
C8 5.543 1.736 -2.144  -0.056
C9 -3.080 -0.425 3.552  0.018
C10 -4.500 -1.773 0.790  -0.027
C11 -0.680 0.687 2.591  0.032
C12 -2.974 -1.126 -1.415  -0.003
C13 3.444 0.087 -2.577  -0.041
C14 4.652 1.476 -1.100  -0.059
C15 5.379 1.079 -3.439  -0.724
C16 -2.797 -0.301 2.178  -0.079
C17 -3.352 -0.973 0.983  -0.111
C18 -1.578 0.115 1.702  -0.133
C19 -2.506 -0.729 -0.070  -0.047
C20 3.558 0.637 -1.297  -0.230
N1 -0.927 1.213 -0.290  0.203
N2 0.860 -0.056 -0.660  0.023
C21 -1.201 0.007 0.279  -0.311
S1 2.452 0.040 0.081  0.829
H1 -2.546 0.041 5.429  0.097
H2 -5.956 -2.569 -0.529  0.093
H3 -0.329 1.403 4.634  0.110
H4 -4.188 -2.337 -2.580  0.110
H5 4.293 -0.242 -4.592  0.109
H6 6.445 2.359 -1.909  0.123
H7 -3.918 -0.811 3.953  0.069
H8 -5.155 -1.907 1.657  0.113
H9 0.278 0.947 2.294  0.080
H10 -2.450 -0.888 -2.304  0.098
H11 2.669 -0.669 -2.773  0.124
H12 4.854 1.826 -0.086  0.123
H13 -1.417 2.025 0.121  0.208

HOMO-LUMO gap	8.464	eV
charge	0
spin multiplicity	1
lowest unoccupied orbital energy	-0.155	eV
HOMO level	-0.3167	Ha

=====

Ranked by calculated energy, most stable first: one), two).

=====

one) The following is a DFT calculation (wB97M-V/def2-TZVPD) of one molecule with the formula CH3O3P.

Last column: Löwdin charge in e.
Positions of all 8 atoms, in Å:
C1 0.554 0.764 -0.062  -0.251
O1 -0.720 -2.822 -0.171  -0.450
O2 -0.542 1.464 0.326  -0.019
O3 0.169 -0.744 -0.276  -0.414
P1 -1.166 -1.538 -0.672  0.763
H1 1.477 0.647 0.626  0.147
H2 1.058 1.127 -0.949  0.111
H3 -0.831 1.103 1.178  0.113

HOMO-LUMO gap	10.419	eV
charge	0
spin multiplicity	1
lowest unoccupied orbital energy	0.063	eV
HOMO level	-0.3806	Ha

=====

two) The following is a DFT calculation (wB97M-V/def2-TZVPD) of CH3O3P as an isolated structure.

Last column: Löwdin charge in e.
Positions of all 8 atoms, in Å:
C1 -1.313 -0.109 -0.465  -0.117
O1 1.312 1.151 -0.491  -0.336
O2 -2.391 -0.573 -0.387  0.126
O3 1.168 -1.399 0.168  -0.316
P1 1.118 0.032 0.425  0.449
H1 -0.442 0.000 0.464  0.002
H2 -0.736 0.333 -1.392  0.147
H3 1.284 0.566 1.677  0.046

HOMO-LUMO gap	10.832	eV
charge	0
spin multiplicity	1
lowest unoccupied orbital energy	-0.555	eV
HOMO level	-0.4185	Ha

=====

Ranked by calculated energy, most stable first: one), two).